No. 1
ORCA calculation (wB97M-V/def2-TZVPD) on a structure of composition C31H54Cl4F4IN2O11P2S2.

CARTESIAN COORDINATES (ANGSTROEM)
I (1.413, -2.357, 0.137)
Cl (2.424, -2.183, 6.827)
Cl (-0.002, -0.659, 5.591)
Cl (0.387, -3.574, 2.447)
Cl (1.318, 4.258, 4.900)
S (-2.301, 1.403, 0.941)
S (-1.286, -0.479, -0.885)
P (5.628, 4.381, -4.227)
P (-6.387, -4.316, -0.869)
F (-5.323, 2.286, 2.243)
F (-5.827, -0.270, 4.661)
F (-6.387, 0.187, 1.448)
F (5.505, 1.104, 2.241)
O (-5.297, -5.555, -1.096)
O (-5.346, -3.188, -0.888)
O (6.083, 2.802, -4.494)
O (-0.952, -1.488, 3.031)
O (6.743, 4.781, -5.470)
O (-6.508, -4.431, 0.777)
O (-7.595, -5.533, -0.948)
O (4.694, 4.077, -3.048)
O (4.448, 4.467, -5.384)
O (4.325, 1.627, 4.111)
O (3.539, -0.515, 0.854)
N (3.634, -0.438, 3.133)
N (0.416, 0.405, 1.328)
C (-8.781, -3.691, 1.220)
C (8.782, 4.260, -4.208)
C (-3.192, -1.211, 2.105)
C (-4.062, -5.303, -1.757)
C (-8.278, -5.626, -2.202)
C (3.034, -3.319, 4.207)
C (1.285, 1.739, 3.524)
C (-1.029, -0.013, 0.933)
C (4.448, 0.786, 3.177)
C (6.043, 1.859, -3.429)
C (-5.572, 0.889, 2.407)
C (-7.299, -3.466, 1.457)
C (4.721, 1.108, -3.418)
C (-2.966, -4.989, -0.752)
C (8.002, 5.284, -5.013)
C (2.155, 2.237, 0.384)
C (2.805, -0.572, 1.906)
C (1.639, 3.793, 0.323)
C (3.682, 5.661, -5.468)
C (0.979, 1.158, 0.163)
C (0.484, 2.605, 4.680)
C (-1.594, -1.266, 1.759)
C (0.161, 1.397, 2.450)
C (4.493, 6.804, -6.051)
C (0.996, -1.687, 4.397)
C (2.068, -2.366, 5.029)
C (0.501, -1.743, 2.896)
C (-7.355, -6.024, -3.340)
C (1.220, -0.818, 1.769)
C (-5.040, 0.095, 3.509)
C (-3.525, -0.464, 3.490)
H (2.859, 2.191, -0.544)
H (6.232, 2.351, -2.470)
H (3.287, 5.924, -4.482)
H (4.965, 6.508, -6.991)
H (-6.630, -5.230, -3.553)
H (0.818, 3.898, -0.493)
H (0.558, 2.091, 5.708)
H (-6.784, -6.920, -3.086)
H (-2.078, -4.604, -1.259)
H (1.754, 0.896, 4.116)
H (-3.795, -6.204, -2.317)
H (4.612, 0.535, -2.493)
H (-7.083, -3.568, 2.524)
H (-2.685, -5.895, -0.206)
H (2.831, 5.451, -6.122)
H (-2.785, 0.417, 3.668)
H (4.338, -1.211, 3.057)
H (5.294, 7.102, -5.367)
H (-3.286, -4.264, -0.001)
H (9.785, 4.625, -3.983)
H (-0.038, 2.463, 2.031)
H (7.833, 6.191, -4.426)
H (8.282, 4.046, -3.256)
H (3.859, 7.675, -6.232)
H (-0.703, 1.058, 3.153)
H (2.854, 2.058, 1.264)
H (2.524, 4.476, 0.040)
H (8.576, 5.565, -5.900)
H (-8.765, -4.670, -2.416)
H (-3.450, -2.330, 2.302)
H (-3.369, -1.166, 4.395)
H (-7.004, -2.456, 1.153)
H (-9.061, -6.380, -2.086)
H (2.111, 2.461, 3.210)
H (3.863, 1.774, -3.524)
H (1.373, 0.490, -0.701)
H (-3.843, -0.920, 1.215)
H (-9.379, -3.028, 1.849)
H (-7.923, -6.210, -4.253)
H (-9.056, -4.727, 1.435)
H (2.695, -4.423, 4.316)
H (4.149, -3.253, 4.525)
H (-0.592, 2.848, 4.368)
H (-4.172, -4.501, -2.492)
H (-1.285, 0.700, -1.641)
H (8.859, 3.314, -4.749)
H (-1.543, -2.179, 1.036)
H (0.197, 1.840, -0.365)
H (1.187, 4.115, 1.340)
H (6.862, 1.151, -3.582)
H (4.677, 0.411, -4.261)
H (-2.064, 2.142, -0.223)
H (-9.042, -3.497, 0.176)
H (3.029, -3.037, 3.084)

Calculated values
Charge: +1
Lowest unoccupied orbital energy (eV): -4.53
DFT total energy (hartree): -6166.92355
Largest force on an atom (eV Å⁻¹): 9.5

---

No. 2
ORCA calculation (wB97M-V/def2-TZVPD) on a structure of composition C31H54ClPTb.

CARTESIAN COORDINATES (ANGSTROEM)
Tb (3.269, 0.764, 1.312)
Cl (2.447, 2.957, 0.577)
P (-0.330, 0.321, -2.311)
C (-0.861, -0.678, -3.778)
C (-0.810, -2.165, -6.368)
C (-1.474, -0.791, -6.236)
C (-0.859, 0.074, -5.124)
C (-1.529, -2.140, 1.871)
C (-0.870, 4.452, -3.177)
C (0.521, -3.112, 0.837)
C (-1.304, -1.857, -0.645)
C (3.676, 1.022, -3.420)
C (4.430, 0.092, -2.470)
C (-1.116, -0.391, -0.796)
C (2.191, 0.659, -3.534)
C (0.879, -0.029, 3.048)
C (-0.106, -2.011, -3.908)
C (-0.690, -2.892, -5.022)
C (0.142, -1.454, 4.887)
C (-2.266, -2.136, 0.532)
C (0.328, -0.016, 4.387)
C (-0.564, -3.323, 1.920)
C (-2.553, 2.049, -2.692)
C (2.266, -0.334, -1.186)
C (1.293, 0.721, 5.319)
C (0.051, -2.618, -0.438)
C (-2.385, 4.499, -3.403)
C (3.740, 0.092, -1.090)
C (-1.048, 2.035, -2.367)
C (1.506, 0.599, -2.155)
C (1.283, -0.055, 1.877)
C (-0.272, 3.036, -3.244)
C (-3.139, 3.464, -2.563)
C (-1.025, 0.705, 4.363)
H (0.781, 3.097, -2.935)
H (-0.223, -1.450, 5.921)
H (1.739, -0.317, -0.194)
H (-0.896, 1.736, 4.016)
H (3.759, 2.062, -3.072)
H (1.557, 1.608, -1.694)
H (4.295, -0.568, -0.384)
H (0.191, -2.046, -6.806)
H (-1.687, -3.234, -4.708)
H (1.093, -1.998, 4.853)
H (-4.196, 3.440, -2.851)
H (4.122, 0.987, -4.422)
H (1.251, -2.388, 1.251)
H (-2.540, -0.930, -6.014)
H (-0.643, 4.874, -2.188)
H (0.711, -2.734, -1.301)
H (-2.245, -2.177, 2.704)
H (0.896, 0.742, 6.341)
H (-0.064, -3.785, -5.131)
H (2.267, 0.221, 5.336)
H (-1.409, -0.249, -7.187)
H (-0.150, -2.571, -2.968)
H (-2.753, 5.502, -3.163)
H (4.451, -0.935, -2.855)
H (2.191, -1.372, -1.528)
H (0.958, -1.822, -4.118)
H (-2.721, -3.122, 0.375)
H (-3.072, -1.393, 0.555)
H (2.101, -0.317, -4.039)
H (-0.471, -0.031, 0.034)
H (-2.599, 4.332, -4.468)
H (-0.585, -1.991, 4.266)
H (-0.362, 5.083, -3.916)
H (-0.101, -3.432, 2.908)
H (-1.422, 1.016, -5.053)
H (0.174, 0.345, -5.397)
H (-1.757, -2.273, -1.563)
H (-2.718, 1.683, -3.718)
H (5.467, 0.427, -2.356)
H (1.439, 1.753, 4.982)
H (-1.386, -2.787, -7.063)
H (-0.920, 2.354, -1.314)
H (-1.916, -0.915, -3.535)
H (-2.076, 0.142, -0.685)
H (-0.275, 2.694, -4.292)
H (-3.106, 1.372, -2.027)
H (-0.936, -1.224, 1.986)
H (-3.096, 3.761, -1.507)
H (3.779, 1.177, -0.754)
H (-1.108, -4.253, 1.709)
H (-1.463, 0.725, 5.367)
H (-1.725, 0.200, 3.687)
H (1.698, 1.390, -4.195)
H (1.078, -4.050, 0.674)

Calculated values
Charge: -1
Lowest unoccupied orbital energy (spin up / spin down) (eV): 2.08 / 2.07
Spin multiplicity: 7
DFT total energy (hartree): -2839.40835
Largest force on an atom (eV Å⁻¹): 3.4
⟨S²⟩: 12.81

---

No. 3
ORCA calculation (wB97M-V/def2-TZVPD) on a structure of composition C31H54F2Mg2N3NaO15SV.

CARTESIAN COORDINATES (ANGSTROEM)
V (-9.049, 1.002, 1.319)
S (0.564, -5.970, -3.748)
Mg (5.334, -6.895, -6.649)
Mg (-0.359, 1.141, 1.030)
Na (2.187, -1.447, -0.655)
F (-0.354, 7.295, 0.058)
F (-0.025, 5.651, -3.017)
O (5.355, -5.503, -4.834)
O (4.391, 1.293, -3.105)
O (1.201, 1.460, 1.131)
O (2.434, 1.948, -0.683)
O (1.247, -5.133, -2.746)
O (5.625, 1.904, -1.471)
O (0.811, -7.391, -3.458)
O (-0.874, -5.687, -3.722)
O (-10.634, 1.419, 1.776)
O (0.911, -0.557, -3.312)
O (7.366, -4.742, -5.508)
O (-7.430, 0.597, 0.913)
O (6.291, -3.713, -3.864)
O (4.900, -0.131, -1.501)
O (1.084, -5.675, -5.099)
N (4.973, 1.027, -2.041)
N (2.326, -2.077, -4.242)
N (-1.855, 4.633, -1.779)
C (-1.681, 3.371, -2.115)
C (-4.836, -0.415, 2.718)
C (3.472, -1.507, -3.554)
C (7.610, -3.137, -3.891)
C (8.096, -3.522, -5.264)
C (-2.987, -0.134, 0.944)
C (-0.171, -1.569, 2.029)
C (6.268, -4.712, -4.739)
C (0.177, -2.031, 0.550)
C (1.130, -1.517, -4.063)
C (1.405, 2.092, -0.132)
C (0.835, 1.356, 4.480)
C (-4.821, 0.432, 4.009)
C (0.265, 2.942, -0.699)
C (0.948, -2.018, 3.014)
C (1.904, 2.163, 2.251)
C (-2.427, 3.329, 3.543)
C (-0.696, 2.449, -1.667)
C (-1.813, -1.246, -1.033)
C (-0.962, 3.165, 3.994)
C (-0.956, 5.130, -0.890)
C (-0.324, -0.974, -0.583)
C (-4.854, 3.026, 3.786)
C (0.070, 4.302, -0.351)
C (-2.825, -0.111, -0.631)
C (2.023, 1.226, 3.457)
C (2.526, -3.235, -5.088)
C (-4.350, 0.400, 1.472)
C (-5.680, 1.727, 3.975)
C (-3.539, 3.118, 4.616)
C (-0.519, 1.682, 3.761)
H (4.369, -2.077, -3.778)
H (-0.353, 3.799, 3.327)
H (-1.310, 1.082, 4.241)
H (-5.790, -0.903, 2.493)
H (-1.806, -1.382, -2.123)
H (-6.331, 1.653, 3.088)
H (2.913, 2.406, 1.887)
H (0.326, -2.017, -4.622)
H (-0.485, 1.465, 2.675)
H (-0.775, 3.498, 5.020)
H (2.951, 1.506, 3.980)
H (2.138, 0.190, 3.163)
H (-2.384, 2.977, -2.855)
H (-4.110, -1.238, 2.865)
H (0.305, -1.124, -1.499)
H (-5.497, 3.866, 4.101)
H (0.732, 0.393, 4.992)
H (1.060, 2.118, 5.234)
H (-3.563, 4.012, 5.256)
H (0.746, 4.753, 0.380)
H (-2.132, -2.201, -0.592)
H (-2.407, 0.832, -1.000)
H (-2.541, 4.348, 3.140)
H (-0.297, -0.443, 2.046)
H (-5.238, -0.201, 4.812)
H (-0.221, 0.091, -0.278)
H (9.168, -3.693, -5.303)
H (1.923, -1.693, 2.643)
H (1.596, -3.556, -5.544)
H (3.292, -1.502, -2.483)
H (3.605, -0.478, -3.858)
H (8.203, -3.582, -3.092)
H (1.414, 3.119, 2.472)
H (-0.296, -3.012, 0.439)
H (2.924, -4.049, -4.484)
H (-2.685, 2.642, 2.715)
H (0.879, -3.110, 3.095)
H (-1.115, -2.008, 2.365)
H (-0.636, 1.428, -2.042)
H (1.306, -2.218, 0.553)
H (-4.669, 3.210, 2.718)
H (-5.091, 0.227, 0.677)
H (-3.349, 2.264, 5.277)
H (-2.788, -1.172, 1.240)
H (3.243, -2.975, -5.873)
H (-3.795, -0.366, -1.071)
H (-6.329, 1.768, 4.856)
H (-2.200, 0.553, 1.394)
H (7.826, -2.792, -6.028)
H (-4.258, 1.470, 1.690)
H (7.568, -2.061, -3.742)
H (-1.012, 6.241, -0.548)
H (-3.765, 0.590, 4.270)
H (0.722, -1.556, 3.979)

Calculated values
Charge: +1
Lowest unoccupied orbital energy (eV): -7.71
DFT total energy (hartree): -4609.68898
Largest force on an atom (eV Å⁻¹): 10.1

---

No. 4
ORCA calculation (wB97M-V/def2-TZVPD) on a cluster of 11 separate species, C31H54N8O9 in total.

CARTESIAN COORDINATES (ANGSTROEM)
O (0.088, 2.040, 6.602)
O (4.804, -0.351, 2.974)
O (3.691, -2.598, 1.902)
O (5.261, 0.373, 0.852)
O (3.395, 0.914, 1.941)
O (2.594, -2.522, 3.884)
O (1.474, -1.996, 1.971)
O (-0.421, 1.652, 4.491)
O (-0.196, -0.089, 5.978)
N (0.563, 3.487, -0.792)
N (-2.412, -2.799, -6.430)
N (-1.048, -2.020, -3.330)
N (-4.778, -3.542, -1.620)
N (5.577, 1.798, -4.352)
N (3.962, -0.965, -4.523)
N (-5.667, -1.615, -4.744)
N (-2.165, -2.661, 2.250)
C (-0.643, -0.363, -0.257)
C (3.537, -2.524, 0.430)
C (1.499, -2.035, 4.640)
C (2.466, -2.367, 2.559)
C (4.982, -1.317, -4.911)
C (4.831, 2.082, -3.579)
C (6.007, -1.153, 3.062)
C (2.898, 1.756, 0.900)
C (-5.224, -2.843, -0.833)
C (-2.756, -3.557, -5.617)
C (3.954, 2.381, -2.438)
C (6.353, -1.566, -5.387)
C (-0.491, -1.321, -2.602)
C (-5.392, 0.444, -1.129)
C (-0.168, 4.619, 2.557)
C (-5.124, -0.973, -5.514)
C (0.249, 4.510, -0.352)
C (-0.039, 5.817, 0.302)
C (-0.149, 1.104, 5.698)
C (-1.708, -4.215, 0.109)
C (0.088, -0.430, -1.582)
C (4.554, 0.331, 1.834)
C (-3.253, -4.510, -4.631)
C (-0.031, 3.418, 6.279)
C (-0.778, 5.631, 1.636)
C (-1.864, 0.542, -0.307)
C (-6.424, -0.618, -0.550)
C (-1.005, 0.701, 3.597)
C (-2.008, -3.341, 1.335)
C (-4.411, 0.001, -6.375)
C (-5.910, -1.938, 0.130)
H (-0.771, 4.414, 3.491)
H (3.155, -1.563, 0.059)
H (-5.889, 1.126, -1.810)
H (3.653, 2.395, 0.479)
H (-0.657, 6.394, -0.433)
H (-2.581, -5.357, -4.509)
H (-5.003, 1.010, -0.221)
H (-1.894, 5.596, 1.476)
H (0.928, 6.288, 0.451)
H (2.964, 2.025, -2.539)
H (0.102, 0.605, -2.027)
H (6.788, -0.586, 3.637)
H (4.487, 1.893, -1.592)
H (6.445, -1.458, 2.054)
H (2.207, 2.346, 1.445)
H (0.844, 5.001, 2.844)
H (1.622, -0.930, 4.659)
H (1.623, -2.370, 5.666)
H (-1.613, 1.559, -0.522)
H (-4.228, -0.365, -7.367)
H (-3.464, -3.952, -3.679)
H (0.133, -0.080, 0.524)
H (-5.205, -1.687, 0.927)
H (-4.246, -4.898, -5.032)
H (2.828, -3.231, 0.125)
H (-1.546, -0.055, 4.133)
H (-6.775, -2.470, 0.582)
H (-2.457, 0.219, -1.133)
H (0.324, 3.929, 7.194)
H (-2.436, 0.472, 0.610)
H (-4.786, 1.004, -6.411)
H (4.530, -2.668, 0.131)
H (-6.973, -0.156, 0.270)
H (-1.149, 3.545, 6.154)
H (5.678, -1.994, 3.693)
H (-0.939, -1.404, -0.028)
H (-0.006, 3.648, 2.087)
H (-4.595, -0.042, -1.638)
H (-0.190, 0.254, 2.984)
H (-7.170, -0.839, -1.279)
H (-1.958, -5.278, 0.472)
H (-1.722, 1.246, 3.016)
H (0.499, -2.213, 4.213)
H (0.558, 3.689, 5.435)
H (6.304, -1.712, -6.436)
H (3.755, 3.478, -2.325)
H (-0.665, -4.052, -0.162)
H (-2.437, -3.899, -0.706)
H (-0.588, 6.530, 2.240)
H (2.433, 1.112, 0.122)
H (-3.403, 0.013, -5.948)
H (1.086, -0.813, -1.409)
H (6.755, -2.462, -4.933)
H (6.885, -0.627, -5.088)

Calculated values
Charge: 0
Lowest unoccupied orbital energy (eV): 0.20
DFT total energy (hartree): -2328.70324
Largest force on an atom (eV Å⁻¹): 5.4
SMILES string: COC(=O)OC.COC(=O)OC.COC(=O)OC.CCCC#N.CCCC#N.CCCC#N.CC#N.CC#N.CC#N.CC#N.CC#N

---

Among the records above, which one has the lowest DFT total energy?
C31H54Cl4F4IN2O11P2S2